Record 1
Formula: C4H14N2O3S
Source: the Open Molecules 2025 dataset
Level of theory: ωB97M-V/def2-TZVPD

The energy above the lowest of the compared OMol25 structures with the same formula, charge and spin comes out at 56.5 kcal per mole. Its structure (SMILES) is NCN[C@@H](C=O)CS.O.O. Its multiplicity is 1. Its HOMO energy is -9.294 eV. Its charge is 0.

Last column: Löwdin charge in e.
Cartesian coordinates (Å):
1 N 0.19 2.77 1.31  0.000
2 C 0.22 1.27 1.31  -0.237
3 N -0.74 0.63 0.25  -0.014
4 C -0.58 -0.89 0.41  -0.408
5 C -1.45 -1.41 1.53  -0.255
6 O -1.11 -1.29 2.68  0.062
7 C -1.00 -1.53 -0.90  -0.510
8 S -0.69 -3.39 -0.89  0.679
9 H -0.59 3.19 1.79  0.050
10 H 0.38 3.17 0.40  0.054
11 H 0.08 0.91 2.36  0.113
12 H 1.27 1.00 0.92  0.115
13 H -1.72 0.89 0.48  0.112
14 H 0.52 -1.26 0.66  0.172
15 H -2.40 -1.77 1.32  0.100
16 H -0.36 -1.10 -1.78  0.092
17 H -2.05 -1.48 -1.23  0.073
18 H 0.67 -3.37 -0.99  -0.134
19 O 0.75 1.30 -2.16  -0.063
20 H -0.03 1.16 -2.77  0.092
21 H 0.59 0.94 -1.34  -0.074
22 O 2.56 -0.26 -1.04  -0.069
23 H 2.29 0.32 -1.79  0.025
24 H 3.23 0.19 -0.55  0.024


Record 2
Formula: C15H55AsF6N9O11
Source: the Open Molecules 2025 dataset
Level of theory: ωB97M-V/def2-TZVPD

Its multiplicity is 1. Its HOMO energy is -7.252 eV. Its charge is -1.

Last column: Löwdin charge in e.
Cartesian coordinates (Å):
1 As 1.00 0.21 1.07  0.805
2 F -0.52 0.20 0.21  -0.243
3 F 1.85 0.85 -0.30  -0.218
4 F 2.42 0.26 2.10  -0.249
5 F 0.07 -0.51 2.37  -0.246
6 F 1.44 -1.40 0.52  -0.251
7 F 0.67 1.81 1.72  -0.257
8 C 4.47 -4.02 2.39  -0.669
9 O 5.37 -4.70 1.91  0.028
10 N 3.37 -3.61 1.74  0.167
11 N 4.63 -3.27 3.55  0.124
12 H 3.10 -3.93 0.83  0.103
13 H 2.84 -2.81 2.06  0.080
14 H 3.81 -3.15 4.12  0.093
15 H 5.51 -3.39 4.03  0.098
16 C -4.42 0.63 0.13  -0.688
17 O -5.49 1.15 0.44  -0.013
18 N -3.52 0.22 1.06  0.171
19 N -4.07 0.37 -1.17  0.148
20 H -3.76 0.23 2.04  0.082
21 H -2.71 -0.26 0.73  0.059
22 H -3.14 0.11 -1.43  0.048
23 H -4.68 0.79 -1.85  0.091
24 C 0.99 2.95 -3.65  -0.655
25 O 1.97 2.39 -4.12  0.029
26 N 0.29 2.59 -2.52  0.177
27 N 0.40 4.00 -4.33  0.133
28 H 0.55 1.79 -1.97  0.070
29 H -0.56 3.10 -2.40  0.088
30 H -0.45 4.44 -4.06  0.082
31 H 0.76 4.20 -5.24  0.096
32 C 3.68 5.93 2.01  -0.076
33 C 2.70 4.77 1.96  -0.430
34 C 1.24 5.18 2.03  -0.196
35 O 0.88 6.20 1.11  -0.198
36 C 0.67 7.46 1.71  -0.111
37 N 3.07 3.93 0.82  0.053
38 H 3.54 6.60 1.16  0.077
39 H 4.70 5.57 2.05  0.075
40 H 3.52 6.57 2.89  0.072
41 H 2.90 4.19 2.88  0.140
42 H 0.84 5.35 3.03  0.125
43 H 0.71 4.30 1.62  0.108
44 H 0.31 8.21 1.00  0.083
45 H 1.61 7.80 2.15  0.074
46 H -0.10 7.35 2.49  0.084
47 H 2.63 3.02 0.79  0.034
48 H 2.68 4.42 0.02  0.085
49 C -0.32 -1.50 -2.54  -0.036
50 C -1.38 -1.58 -3.64  -0.411
51 C -2.25 -2.84 -3.69  -0.212
52 O -1.54 -4.02 -3.94  -0.176
53 C -1.14 -4.19 -5.27  -0.118
54 N -2.34 -0.45 -3.50  0.020
55 H 0.09 -0.50 -2.68  0.067
56 H 0.45 -2.24 -2.72  0.086
57 H -0.63 -1.62 -1.50  0.057
58 H -0.84 -1.40 -4.57  0.131
59 H -3.06 -2.70 -4.43  0.118
60 H -2.76 -2.96 -2.73  0.121
61 H -0.22 -3.65 -5.49  0.087
62 H -1.92 -3.90 -6.00  0.086
63 H -1.07 -5.26 -5.47  0.086
64 H -2.97 -0.46 -4.30  0.074
65 H -1.84 0.42 -3.71  0.070
66 C -4.90 -3.28 0.42  -0.063
67 C -3.83 -4.12 1.11  -0.435
68 C -2.41 -3.68 0.75  -0.200
69 O -1.54 -4.55 1.46  -0.210
70 C -0.18 -4.16 1.35  -0.108
71 N -4.06 -4.09 2.55  0.048
72 H -4.59 -2.24 0.26  0.053
73 H -5.89 -3.37 0.86  0.077
74 H -5.02 -3.56 -0.64  0.072
75 H -3.97 -5.12 0.69  0.131
76 H -2.26 -2.63 1.04  0.115
77 H -2.14 -3.82 -0.30  0.122
78 H -0.15 -3.15 1.77  0.068
79 H 0.14 -4.03 0.31  0.087
80 H 0.38 -4.85 1.97  0.086
81 H -4.06 -3.10 2.82  0.071
82 H -3.23 -4.44 3.02  0.064
83 O 4.87 -0.66 1.30  -0.062
84 H 4.70 -1.22 2.07  0.005
85 H 4.33 0.12 1.45  0.011
86 O -1.59 1.94 3.19  -0.069
87 H -0.90 1.88 2.50  0.001
88 H -1.95 2.83 3.10  0.047
89 O -2.58 -0.55 4.09  -0.079
90 H -1.76 -0.79 3.65  0.003
91 H -2.68 0.39 3.87  -0.005
92 O 3.41 -2.18 -1.29  -0.072
93 H 4.15 -1.71 -0.89  0.025
94 H 2.73 -2.19 -0.60  -0.031
95 O 3.95 2.15 -1.84  -0.061
96 H 3.51 2.40 -1.02  -0.026
97 H 3.46 2.60 -2.54  0.000


Record 3
Formula: C2H4BrNO2
Source: the Open Molecules 2025 dataset
Level of theory: ωB97M-V/def2-TZVPD

The energy above the lowest of the compared OMol25 structures with the same formula, charge and spin comes out at 123.9 kcal per mole. Its multiplicity is 1. Its HOMO energy is -10.410 eV. Its charge is 0.

Last column: Löwdin charge in e.
Cartesian coordinates (Å):
1 C 1.24 0.69 -0.41  0.109
2 C -0.55 0.09 0.61  -0.491
3 N -0.79 -1.17 0.03  -0.537
4 O -1.54 -1.24 -0.93  0.000
5 O -0.31 -2.09 0.65  0.069
6 Br -1.91 1.36 0.02  0.718
7 H 0.86 1.64 -0.53  -0.033
8 H 1.41 0.24 -1.36  0.034
9 H 2.12 0.60 0.27  0.056
10 H -0.52 -0.10 1.66  0.075


Record 4
Formula: C9H36ClO13
Source: the Open Molecules 2025 dataset
Level of theory: ωB97M-V/def2-TZVPD

The energy above the lowest of the compared OMol25 structures with the same formula, charge and spin comes out at 156.7 kcal per mole. Its multiplicity is 1. Its HOMO energy is -7.208 eV. Its charge is -1.

Last column: Löwdin charge in e.
Cartesian coordinates (Å):
1 Cl -0.12 0.23 0.04  0.614
2 O -0.36 0.71 1.37  -0.343
3 O -0.64 -1.07 -0.29  -0.340
4 O -0.59 1.23 -0.83  -0.360
5 O 1.31 0.23 -0.16  -0.360
6 C 1.66 -0.75 3.87  -0.196
7 O 2.32 -0.02 2.92  -0.110
8 H 2.02 -0.38 4.83  0.075
9 H 0.60 -0.51 3.83  0.064
10 H 1.84 -1.83 3.83  0.069
11 H 1.75 0.21 2.18  0.030
12 C -4.20 -0.43 -0.90  -0.115
13 O -3.65 -1.16 -2.08  -0.144
14 H -5.24 -0.72 -0.73  0.064
15 H -3.72 -0.72 0.03  0.063
16 H -4.19 0.65 -1.05  0.068
17 H -2.70 -1.08 -2.20  0.039
18 C -2.64 2.78 2.81  -0.158
19 O -2.49 4.21 2.86  -0.130
20 H -3.53 2.57 3.40  0.068
21 H -2.93 2.56 1.78  0.075
22 H -1.89 2.10 3.20  0.066
23 H -1.80 4.52 2.27  0.068
24 C 1.78 -3.99 1.16  -0.135
25 O 0.87 -5.01 1.61  -0.144
26 H 2.38 -3.58 1.97  0.061
27 H 2.53 -4.37 0.46  0.076
28 H 1.12 -3.17 0.85  0.071
29 H 0.22 -4.58 2.18  0.015
30 C -1.44 1.98 -4.53  -0.112
31 O -0.17 1.35 -4.13  -0.140
32 H -2.26 1.37 -4.13  0.070
33 H -1.61 2.93 -4.02  0.048
34 H -1.49 2.19 -5.59  0.073
35 H -0.19 1.03 -3.22  0.031
36 C 0.49 -1.93 -3.76  -0.227
37 O 0.92 -3.16 -3.44  -0.093
38 H 0.07 -2.02 -4.76  0.089
39 H -0.21 -1.54 -3.02  0.060
40 H 1.33 -1.24 -3.74  0.086
41 H 1.62 -3.04 -2.79  0.086
42 C 0.43 4.66 -1.90  -0.137
43 O 0.41 4.00 -0.60  -0.128
44 H 1.43 4.76 -2.30  0.071
45 H -0.38 4.39 -2.59  0.062
46 H 0.25 5.71 -1.69  0.060
47 H 0.23 3.06 -0.70  0.016
48 C -1.45 -2.61 3.37  -0.137
49 O -0.60 -3.73 3.72  -0.117
50 H -2.49 -2.79 3.10  0.083
51 H -1.32 -1.79 4.07  0.073
52 H -1.16 -2.21 2.40  0.066
53 H -1.26 -4.27 4.16  0.080
54 C 4.82 0.94 -0.75  -0.260
55 O 5.33 -0.18 -0.34  -0.083
56 H 5.29 1.32 -1.66  0.083
57 H 3.78 0.65 -0.91  0.068
58 H 4.71 1.75 -0.03  0.085
59 H 5.22 -0.23 0.62  0.095


Calculated Kohn-Sham gap (eV), listed in the same order as above: 9.86, 9.23, 9.77, 9.77